*one*
Density functional theory data (ωB97M-V/def2-TZVPD) for a cluster of 2 separate species, C4H5ClO in total.

Structure (XYZ):
```
11
Properties=species:S:1:pos:R:3:nbo_charge:R:1
C 0.01783 0.95111 -0.36821 -0.223
C 0.88570 2.17690 -0.31712 -0.149
C 1.02211 1.15225 0.54221 -0.183
C -0.70962 -2.17965 -0.57953 0.106
O -0.86331 -2.57931 0.68895 -0.669
Cl -1.67382 1.04445 0.33564 -0.167
H -0.10390 0.28184 -1.28112 0.235
H 1.06414 3.20263 -0.60168 0.245
H 1.74400 0.80085 1.29762 0.236
H 0.25027 -2.75095 -0.91128 0.063
H -1.63340 -2.10013 1.19452 0.505
```

Values from the calculation:
LUMO energy = 0.02257 hartree
HOMO level = -8.741 eV
molecular weight = 104.536 g mol⁻¹
Kohn-Sham gap = 9.4 eV

*two*
Density functional theory data (ωB97M-V/def2-TZVPD) for an isolated molecule of C4H5ClO.

Structure (XYZ):
```
11
Properties=species:S:1:pos:R:3:nbo_charge:R:1
C 1.20577 -0.65288 -0.07196 -0.623
C -0.15601 -0.58765 -0.52218 -0.200
Cl -1.01547 -2.10376 0.15669 -0.100
C -0.82794 0.58913 -0.01651 0.274
C -0.81364 1.61474 0.71857 0.018
O -1.65196 1.55390 -0.53957 -0.528
H 1.01587 -0.82749 0.96651 0.228
H 1.71211 0.41214 -0.23592 0.231
H 1.78047 -1.47418 -0.39298 0.234
H -0.33266 -0.70356 -1.60568 0.246
H -0.91653 2.17960 1.54306 0.220
```

Values from the calculation:
LUMO energy = 0.01479 hartree
SMILES = C[C@@H](Cl)C1=CO1
HOMO level = -8.291 eV
molecular weight = 104.536 g mol⁻¹
Kohn-Sham gap = 8.7 eV

Least stable: *one*